(1)
Molecular formula: C15H50N10O10
Method: DFT, the ωB97M-V functional and the def2-TZVPD basis

Last column: Mulliken charge in e.
Atoms and positions in Å:
1 N -3.168 1.166 -2.531  -0.179
2 C -3.997 1.389 -3.490  0.518
3 N -3.562 1.078 -4.690  -0.288
4 O -5.105 1.847 -3.355  -0.707
5 H -3.415 1.477 -1.603  0.109
6 H -2.410 0.500 -2.576  0.197
7 H -2.725 0.562 -4.925  0.202
8 H -4.118 1.422 -5.460  0.159
9 N 4.507 -0.415 1.225  -0.124
10 C 5.748 -0.537 0.852  0.701
11 N 6.425 0.573 1.208  -0.398
12 O 6.245 -1.503 0.290  -0.702
13 H 4.155 0.488 1.508  0.120
14 H 3.872 -1.201 1.205  0.012
15 H 5.885 1.293 1.667  0.167
16 H 7.429 0.532 1.105  0.224
17 N -3.726 0.523 2.643  -0.146
18 C -4.831 0.694 1.986  0.688
19 N -5.857 0.771 2.810  -0.463
20 O -4.934 0.718 0.764  -0.737
21 H -3.779 0.345 3.636  0.132
22 H -2.948 0.712 2.028  0.070
23 H -5.780 0.720 3.816  0.144
24 H -6.724 0.932 2.318  0.270
25 N -0.213 3.299 -0.094  -0.347
26 C 0.680 3.952 0.616  0.702
27 N 0.099 4.816 1.411  -0.450
28 O 1.890 3.697 0.630  -0.728
29 H -1.188 3.199 0.153  0.195
30 H 0.145 2.681 -0.808  0.209
31 H -0.866 5.092 1.302  0.168
32 H 0.624 5.253 2.155  0.234
33 N 2.288 -4.789 0.178  -0.396
34 C 2.856 -3.892 0.937  0.747
35 N 4.084 -4.330 1.135  -0.408
36 O 2.392 -2.838 1.330  -0.648
37 H 1.291 -4.839 0.026  0.219
38 H 2.880 -5.545 -0.135  0.124
39 H 4.304 -5.302 0.965  0.160
40 H 4.693 -3.668 1.594  0.199
41 C 0.319 0.506 4.213  -0.429
42 C -0.853 -0.088 4.997  -0.119
43 O -0.337 -1.031 5.874  -0.525
44 H -0.148 0.956 3.337  -0.024
45 H 0.794 -0.399 3.834  0.173
46 H 0.878 1.180 4.861  0.299
47 H -1.677 -0.469 4.394  -0.081
48 H -1.384 0.725 5.493  0.347
49 H 0.152 -1.587 5.262  0.358
50 C -4.226 -3.066 1.985  -1.196
51 C -3.526 -2.346 0.786  0.234
52 O -4.472 -1.966 -0.164  -0.589
53 H -5.168 -2.607 2.287  0.250
54 H -3.499 -3.110 2.797  0.283
55 H -4.372 -4.077 1.605  0.386
56 H -2.853 -3.057 0.307  0.370
57 H -3.052 -1.440 1.163  -0.154
58 H -4.517 -1.027 0.030  0.452
59 C 1.200 0.095 0.138  -0.910
60 C -0.069 -0.525 -0.324  0.204
61 O -1.181 0.245 0.067  0.078
62 H 1.410 1.134 -0.116  0.161
63 H 2.113 -0.478 -0.023  0.481
64 H 1.223 0.040 1.226  -0.091
65 H -0.195 -1.541 0.050  0.278
66 H -0.032 -0.458 -1.411  -0.084
67 H -0.769 0.931 0.599  -0.091
68 C -0.299 -0.336 -4.882  -0.937
69 C -0.775 -1.111 -6.106  -0.313
70 O -2.147 -1.381 -5.841  -0.530
71 H -0.952 0.432 -4.465  0.196
72 H 0.657 0.186 -4.929  0.384
73 H -0.122 -1.112 -4.138  0.178
74 H -0.115 -1.975 -6.187  0.392
75 H -0.786 -0.619 -7.078  0.279
76 H -2.263 -2.239 -6.258  0.292
77 C 4.667 1.735 -2.388  -1.246
78 C 4.216 2.539 -1.156  0.328
79 O 3.085 3.229 -1.701  -0.555
80 H 3.878 1.000 -2.552  0.225
81 H 5.573 1.175 -2.156  0.359
82 H 4.876 2.318 -3.284  0.352
83 H 4.923 3.221 -0.683  0.434
84 H 3.950 1.850 -0.354  -0.217
85 H 2.727 3.673 -0.929  0.373

The HOMO energy is -8.849 eV. The structure (SMILES) is NC(N)=O.NC(N)=O.NC(N)=O.NC(N)=O.NC(N)=O.CCO.CCO.CCO.CCO.CCO. For the orbital gap, the calculation gives 8.9 eV.

(2)
Molecular formula: C24H41CeN2O3SSi2
Method: DFT, the ωB97M-V functional and the def2-TZVPD basis

Last column: Mulliken spin population.
Atoms and positions in Å:
1 Ce 0.104 -0.428 0.416  1.002
2 C 2.969 -2.698 1.413  0.001
3 O 1.556 -2.734 1.206  0.002
4 C 0.935 -3.766 1.963  0.000
5 C -0.430 -3.295 2.421  0.001
6 O -1.123 -2.649 1.353  0.002
7 C -1.718 -3.540 0.414  0.000
8 C -1.976 -2.729 -0.827  0.001
9 O -0.747 -2.228 -1.342  -0.001
10 C -0.147 -3.025 -2.353  0.002
11 H 3.187 -2.407 2.443  0.000
12 H 3.386 -1.955 0.740  -0.001
13 H 3.408 -3.673 1.186  0.000
14 H 1.531 -3.998 2.851  0.000
15 H 0.886 -4.674 1.351  0.000
16 H -0.338 -2.547 3.206  0.000
17 H -1.018 -4.138 2.796  0.000
18 H -2.651 -3.943 0.822  0.000
19 H -1.042 -4.374 0.199  0.000
20 H -2.584 -1.855 -0.583  -0.001
21 H -2.509 -3.307 -1.586  0.000
22 H -0.839 -3.147 -3.189  0.000
23 H 0.144 -4.006 -1.965  0.000
24 H 0.737 -2.493 -2.691  -0.001
25 C -3.055 0.139 1.657  0.004
26 Si -3.129 1.040 0.007  -0.002
27 C -3.611 2.818 0.330  0.000
28 C -4.514 0.253 -1.005  0.000
29 N -1.552 0.854 -0.658  -0.003
30 C -1.178 1.283 -1.943  0.000
31 C -2.075 1.835 -2.858  0.000
32 C -1.686 2.242 -4.129  0.000
33 C -0.366 2.094 -4.513  0.000
34 C 0.550 1.553 -3.617  -0.001
35 C 0.185 1.153 -2.332  0.001
36 N 1.096 0.649 -1.387  -0.003
37 Si 2.805 0.470 -1.498  0.002
38 C 3.751 1.626 -2.624  0.000
39 C 3.246 -1.287 -2.030  0.000
40 C 3.442 0.744 0.243  0.003
41 H -3.709 0.618 2.389  0.000
42 H -2.054 0.190 2.104  -0.003
43 H -3.337 -0.915 1.606  0.000
44 H -4.635 2.856 0.716  0.000
45 H -3.568 3.428 -0.573  0.000
46 H -2.953 3.273 1.074  0.000
47 H -5.336 -0.019 -0.335  0.000
48 H -4.203 -0.644 -1.543  0.000
49 H -4.918 0.946 -1.745  0.000
50 H -3.111 1.959 -2.568  0.000
51 H -2.416 2.668 -4.805  0.000
52 H -0.038 2.401 -5.498  0.000
53 H 1.580 1.449 -3.926  0.000
54 H 3.694 1.342 -3.675  0.000
55 H 4.804 1.581 -2.325  0.000
56 H 3.422 2.662 -2.535  0.000
57 H 2.977 -1.433 -3.081  0.000
58 H 2.718 -2.054 -1.454  0.001
59 H 4.317 -1.486 -1.934  0.000
60 H 3.380 1.811 0.474  0.000
61 H 4.483 0.431 0.361  0.000
62 H 2.879 0.245 1.040  -0.002
63 S 0.930 -0.197 3.096  -0.006
64 C 0.890 1.560 3.342  -0.004
65 C 1.137 2.112 4.599  0.000
66 C 1.113 3.485 4.789  0.000
67 C 0.841 4.345 3.733  0.000
68 C 0.590 3.812 2.476  0.002
69 C 0.619 2.438 2.292  0.000
70 H 1.347 1.452 5.431  0.000
71 H 1.309 3.886 5.776  0.000
72 H 0.825 5.416 3.886  0.000
73 H 0.371 4.458 1.636  0.000
74 H 0.417 2.072 1.287  0.004

The HOMO energy (alpha / beta) is -6.362 / -6.360 eV. Its expectation value of S² is 0.75. Its spin multiplicity is 2. For the orbital gap (alpha / beta), the calculation gives 6.5 / 6.5 eV.

(3)
Molecular formula: C4H12EuGaNO3PS
Method: DFT, the ωB97M-V functional and the def2-TZVPD basis

Last column: Mulliken spin population.
Atoms and positions in Å:
1 C -0.985 -0.166 2.879  0.789
2 C -2.056 -0.424 1.889  0.600
3 C -1.873 0.233 0.580  0.108
4 Ga 0.051 -0.183 -0.097  0.037
5 P 0.199 -0.722 -2.411  0.150
6 N 0.341 -2.443 -2.542  0.012
7 O -1.293 -0.468 -3.040  0.013
8 S 1.397 1.617 0.463  0.005
9 C 2.539 1.903 -0.870  0.001
10 O 2.119 1.335 1.687  0.003
11 O 0.540 2.772 0.572  -0.003
12 H -0.811 0.815 3.270  0.050
13 H -0.303 -0.973 3.185  0.002
14 H -2.919 -1.052 2.115  0.028
15 H -1.858 1.302 0.765  0.064
16 H -2.638 -0.034 -0.130  -0.013
17 H 0.654 -1.439 0.774  -0.009
18 H 1.215 -2.724 -2.112  -0.001
19 H -0.407 -2.942 -2.071  0.006
20 H -1.370 0.499 -3.159  -0.001
21 H 3.261 2.652 -0.593  0.001
22 H 3.010 0.957 -1.093  0.000
23 H 1.942 2.172 -1.727  0.000
24 Eu -0.756 -2.684 1.665  5.159

The HOMO energy (alpha / beta) is -10.636 / -10.444 eV. Its expectation value of S² is 15.77. Its spin multiplicity is 8. The charge is +1. For the orbital gap (alpha / beta), the calculation gives 5.3 / 5.0 eV.

(4)
Molecular formula: C9H18O18P2V
Method: DFT, the ωB97M-V functional and the def2-TZVPD basis

Last column: Mulliken spin population.
Atoms and positions in Å:
1 O 0.353 -0.705 0.082  -0.119
2 V 1.543 0.354 0.465  1.096
3 P 1.597 -0.387 3.126  -0.100
4 O 0.159 -0.867 3.318  0.382
5 O 1.868 0.513 4.334  0.081
6 O 0.893 0.819 2.406  0.642
7 O 2.515 -0.714 1.850  0.018
8 P 1.885 2.722 -0.839  0.005
9 O 0.665 1.910 -0.547  0.004
10 O 2.935 1.868 -0.109  -0.008
11 O 2.358 3.976 -0.037  -0.003
12 O 2.773 2.846 -2.013  0.003
13 C 3.153 -0.839 -3.724  -0.001
14 O 4.079 -1.405 -2.793  0.000
15 C 3.849 -1.433 -1.461  0.007
16 O 2.823 -0.929 -0.931  -0.010
17 O 4.775 -2.084 -0.800  0.000
18 C 4.843 -2.208 0.584  0.001
19 H 2.316 -1.489 -3.469  0.001
20 H 3.564 -1.077 -4.705  0.000
21 H 2.963 0.233 -3.693  0.000
22 H 5.625 -2.878 0.941  0.000
23 H 3.810 -2.444 0.843  0.000
24 H 5.193 -1.216 0.867  0.000
25 C -1.884 2.084 1.295  -0.001
26 O -3.088 2.026 2.149  -0.001
27 C -3.049 1.527 3.329  0.001
28 O -1.946 1.240 3.842  0.000
29 O -4.281 1.504 3.736  0.000
30 C -4.630 1.010 5.099  0.000
31 H -1.339 1.144 1.379  0.000
32 H -1.220 2.920 1.515  0.002
33 H -2.082 2.278 0.240  0.000
34 H -4.115 1.637 5.827  0.000
35 H -4.229 -0.002 5.155  0.000
36 H -5.713 0.945 5.198  0.000
37 C -1.908 -0.459 -4.959  0.000
38 O -1.669 -1.131 -3.736  0.000
39 C -2.584 -1.222 -2.743  0.000
40 O -3.718 -0.682 -2.804  0.000
41 O -2.107 -1.932 -1.703  0.000
42 C -2.614 -1.719 -0.375  0.001
43 H -1.149 0.268 -5.245  0.000
44 H -2.854 0.081 -4.995  0.000
45 H -1.978 -1.180 -5.774  0.000
46 H -2.414 -0.678 -0.121  0.000
47 H -2.264 -2.450 0.354  0.000
48 H -3.702 -1.774 -0.359  0.000

The HOMO energy (alpha / beta) is 3.579 / 3.567 eV. Its expectation value of S² is 2.03. Its spin multiplicity is 3. The charge is -3. For the orbital gap (alpha / beta), the calculation gives 2.4 / 2.4 eV.

(5)
Molecular formula: C3H7N2OS
Method: DFT, the ωB97M-V functional and the def2-TZVPD basis

Last column: Mulliken charge in e.
Atoms and positions in Å:
1 C 2.460 -0.634 0.482  -1.007
2 C 0.985 -0.894 0.140  0.108
3 N 0.427 0.160 -0.312  -0.476
4 C -1.253 -0.008 -0.405  0.498
5 N -1.797 1.474 -0.435  -0.370
6 O -1.884 -0.639 0.654  -0.364
7 S -2.011 -1.454 -0.908  0.049
8 H 2.954 -1.305 -0.106  0.338
9 H 2.611 0.435 0.352  0.278
10 H 2.501 -0.965 1.511  0.319
11 H 0.662 -1.895 0.205  0.418
12 H -0.988 2.088 -0.137  0.426
13 H -2.588 1.796 0.289  0.422
14 H -2.078 1.842 -1.330  0.360

The HOMO energy is -14.039 eV. The structure (SMILES) is C/C=N/[C@]1([NH3+])OS1. The charge is +1. For the orbital gap, the calculation gives 9.2 eV.

(6)
Molecular formula: C5H6N4O2
Method: DFT, the ωB97M-V functional and the def2-TZVPD basis

Last column: Mulliken charge in e.
Atoms and positions in Å:
1 C 2.074 0.790 0.355  -0.204
2 C -0.226 -0.767 -0.325  -0.052
3 C -0.166 1.280 -0.031  0.034
4 C -1.494 -1.148 0.087  0.187
5 C 2.061 -0.528 -0.426  -0.511
6 N 0.945 1.334 0.586  -0.343
7 N 0.925 -1.279 0.008  -0.135
8 N -2.028 0.103 0.619  -0.077
9 N -1.436 1.322 0.267  0.070
10 O -2.057 -2.223 0.065  -0.607
11 O -2.302 1.947 -0.610  -0.435
12 H 2.884 1.174 0.903  0.472
13 H 1.961 -0.422 -1.487  0.232
14 H 2.865 -1.261 -0.223  0.391
15 H 0.992 -2.110 0.752  0.342
16 H -2.930 0.043 1.047  0.251
17 H -2.068 1.745 -1.589  0.384

The HOMO energy (alpha / beta) is -7.784 / -7.785 eV. For the orbital gap (alpha / beta), the calculation gives 7.3 / 7.3 eV.